1.
Molecular formula: C6H10N2O2
Method: DFT, ωB97M-V with the def2-TZVPD basis set

The geometry in XYZ format:
```
20
Properties=species:S:1:pos:R:3:nbo_charge:R:1
C 3.13767 -0.79664 0.04635 -0.720
C 1.71215 -0.78007 0.50861 0.610
O 1.31703 -1.51340 1.39865 -0.557
C 0.80693 0.21906 -0.18354 -0.515
C -0.69068 -0.05584 -0.21266 -0.043
C -1.45636 1.02817 -0.84197 0.324
N -1.92860 1.74984 -1.63628 -0.351
C -1.24338 -1.43685 -0.34477 -0.222
N -1.40926 -0.69046 0.88944 -0.550
H 3.76730 -1.35293 0.74872 0.246
H 3.17142 -1.28217 -0.94140 0.243
H 3.51495 0.22636 -0.08663 0.234
H 0.99773 1.17656 0.33205 0.251
H 1.16437 0.36301 -1.21283 0.241
H -2.14766 -1.60057 -0.93240 0.216
H -0.51770 -2.25259 -0.36138 0.208
H -0.73632 -1.01008 1.58549 0.390
O -3.49756 2.63121 0.53553 -0.976
H -2.74977 2.51583 1.14867 0.470
H -3.21226 2.86157 -0.43963 0.501
```

Calculated values
Calculated total energy, a.u.: -494.55288
Gap between HOMO and LUMO, eV: 10.52
Structure (SMILES): CC(=O)C[C@@]1(C#N)CN1.O
Energy above the lowest of the compared OMol25 structures with the same formula, charge and spin, eV: 2.472
LUMO level, eV: 0.39
F_max, hartree/bohr: 0.0673

2.
Molecular formula: C6H10N2O2
Method: DFT, ωB97M-V with the def2-TZVPD basis set

The geometry in XYZ format:
```
20
Properties=species:S:1:pos:R:3:nbo_charge:R:1
C 0.48247 0.32237 1.93519 -0.602
C 0.48252 0.94337 0.54972 -0.297
C 1.85926 0.65499 -0.12593 0.245
N 2.97863 0.57623 -0.36152 -0.312
C -0.55399 0.45262 -0.47519 0.166
C -1.79449 -0.21497 0.12414 -0.625
O -0.93438 1.54502 -1.26979 -0.722
C 0.21022 -0.55363 -1.41010 0.666
N 0.54454 -1.75299 -0.85140 -0.841
O 0.16536 -0.35037 -2.61192 -0.595
H 1.30187 0.73676 2.51938 0.234
H 0.60270 -0.75919 1.89621 0.204
H -0.46085 0.54358 2.43293 0.226
H 0.41478 2.03388 0.59526 0.272
H -2.42626 -0.55534 -0.69440 0.231
H -2.34425 0.51654 0.71227 0.221
H -1.54695 -1.06465 0.75373 0.215
H -0.76739 1.27972 -2.19523 0.503
H 1.10083 -1.84449 -0.01769 0.404
H 0.68537 -2.50944 -1.50565 0.405
```

Calculated values
Calculated total energy, a.u.: -494.61394
Gap between HOMO and LUMO, eV: 11.19
Structure (SMILES): C[C@@H](C#N)[C@@](C)(O)C(N)=O
Energy above the lowest of the compared OMol25 structures with the same formula, charge and spin, eV: 0.810
LUMO level, eV: 0.65
F_max, hartree/bohr: 0.0547

3.
Molecular formula: C6H10N2O3
Method: DFT, ωB97M-V with the def2-TZVPD basis set

The geometry in XYZ format:
```
21
Properties=species:S:1:pos:R:3:nbo_charge:R:1
C 2.27910 -2.05850 -1.30529 -0.077
N 2.29037 -1.60799 -0.22523 0.226
O 2.49578 -1.17006 0.84135 -0.412
H 2.52481 -2.59064 -2.25812 0.271
C -0.85711 -0.31287 -1.73847 -0.456
N -0.59201 -0.67301 -0.39561 -0.463
C -1.07267 0.05271 0.51423 0.338
C -1.64350 1.48055 0.21926 -0.686
C -1.12650 -0.54427 1.85996 -0.663
H -1.84308 -0.49959 -2.06515 0.196
H -0.69117 0.67510 -2.15630 0.187
H -0.23418 -1.06760 -2.34027 0.192
H -2.41112 1.36555 -0.41681 0.217
H -0.84976 2.17667 -0.19822 0.230
H -1.98890 1.84355 1.24780 0.218
H -0.20308 -0.08046 2.36964 0.235
H -0.91961 -1.63483 1.92735 0.242
H -1.94358 -0.21834 2.36832 0.211
O 2.52312 1.49320 -0.53759 -0.534
C 2.25207 1.57570 0.59537 1.038
O 2.01101 1.79513 1.69380 -0.510
```

Calculated values
Calculated total energy, a.u.: -569.72384
Gap between HOMO and LUMO, eV: 9.88
Structure (SMILES): C#[N+][O-].CN=C(C)C.O=C=O
Energy above the lowest of the compared OMol25 structures with the same formula, charge and spin, eV: 5.031
LUMO level, eV: 0.76
F_max, hartree/bohr: 0.1087

4.
Molecular formula: C6H10N2O3
Method: DFT, ωB97M-V with the def2-TZVPD basis set

The geometry in XYZ format:
```
21
Properties=species:S:1:pos:R:3:nbo_charge:R:1
C -0.97976 0.86822 -0.33537 0.267
C 1.39396 1.34969 0.40068 0.718
C 0.07548 0.88659 0.65455 -0.592
C 0.56349 -1.31533 -0.24109 0.678
C -2.25156 1.63479 0.02348 -0.623
C -0.29941 -2.15912 0.58264 -0.711
N -1.06158 0.11341 -1.35346 -0.180
N 1.89459 -1.32182 -0.48594 -0.754
O 1.73977 1.56567 -0.87521 -0.719
O 2.21327 1.48627 1.27020 -0.622
O 0.00340 -0.81553 -1.40987 -0.438
H -0.22210 0.87731 1.73121 0.241
H -2.96750 1.50781 -0.75847 0.221
H -2.01052 2.65268 0.07684 0.224
H -2.64321 1.21098 0.80200 0.213
H 0.13740 -3.18801 0.58595 0.240
H -1.22047 -2.05569 0.12206 0.257
H -0.35332 -1.99613 1.64553 0.263
H 2.58185 -1.84044 0.02169 0.408
H 1.20472 1.02090 -1.57852 0.496
H 2.20149 -0.48224 -0.87889 0.414
```

Calculated values
Calculated total energy, a.u.: -569.71553
Gap between HOMO and LUMO (alpha / beta), eV: 7.71 / 7.71
Energy above the lowest of the compared OMol25 structures with the same formula, charge and spin, eV: 5.257
LUMO level (alpha / beta), eV: -0.12 / -0.12
F_max, hartree/bohr: 0.1229